(1)
Formula: C30H51BrN4P2Zr
Source: the OMol25 dataset
Level of theory: ωB97M-V/def2-TZVPD

Geometry as ORCA input:
```
! wB97M-V def2-TZVPD RIJCOSX def2/J DEFGRID3
* xyz 4 1
C -0.4284 6.0982 -3.0703
C -0.6689 4.7048 -3.1608
C -0.9709 4.3104 -4.5229
C -0.8666 5.2273 -5.5935
N -0.5364 6.5100 -5.4331
C -0.3473 6.9388 -4.1899
C -0.5936 3.8674 -1.9267
C -0.7793 3.0822 -0.9002
C -1.2852 1.7284 -1.0153
C -0.2835 0.7957 -1.5854
C -0.3078 -0.4513 -0.9863
C -1.4540 -1.0946 -0.3902
C -2.5020 -0.1950 -0.0413
C -2.3972 1.1999 -0.2872
Zr -0.0583 1.5342 0.6247
P 2.3883 -0.8479 0.7131
H -1.2766 3.2897 -4.7512
H -0.3056 6.5152 -2.0778
H -1.0182 4.9031 -6.6219
H -0.0807 7.9800 -4.0541
H -3.2641 1.9065 -0.1736
H 0.6376 1.2622 -1.9742
H -3.4516 -0.5500 0.3903
H 0.5019 -1.1536 -1.0510
C 2.5489 -2.4464 1.7157
C 3.3163 -3.6244 1.0804
H 1.5030 -2.7759 1.8934
H 3.0004 -2.2058 2.7000
H 3.4709 -4.4348 1.8139
H 2.7459 -4.0734 0.2509
H 4.3111 -3.3356 0.7097
C 2.7361 -1.4255 -1.0727
C 3.0471 -0.3314 -2.0325
H 1.8336 -1.9739 -1.3649
H 3.4895 -2.2015 -1.0725
H 2.9297 -0.6803 -3.0541
H 2.4068 0.5312 -1.9185
H 4.0837 -0.0279 -1.9179
C 3.9772 -0.0422 1.1436
C 5.2493 -0.8433 0.8333
H 3.9518 0.1916 2.2214
H 4.0107 0.9171 0.6068
H 6.1510 -0.2222 0.9409
H 5.3839 -1.6836 1.5253
H 5.2691 -1.2376 -0.1908
Br -0.9833 -2.7233 1.4024
P -2.0893 -2.2173 -1.5666
C -0.5035 -3.1743 -1.7184
C -0.4970 -4.6427 -2.1324
H 0.0183 -3.0625 -0.7316
H 0.0663 -2.6207 -2.4843
H 0.5635 -4.9036 -2.3186
H -0.8974 -5.3230 -1.3501
H -1.0856 -4.7092 -3.0656
C -3.3050 -3.1253 -0.5840
C -4.3979 -3.7252 -1.4182
H -3.7266 -2.5846 0.2617
H -2.7067 -3.9218 -0.1285
H -5.2212 -4.0733 -0.7785
H -4.7965 -3.0213 -2.1569
H -3.9442 -4.5870 -1.9158
C -2.6517 -1.5419 -3.1718
C -2.6420 -2.4887 -4.3764
H -2.0810 -0.6218 -3.3631
H -3.6829 -1.2077 -3.0260
H -2.9118 -1.9960 -5.3303
H -1.6914 -3.0088 -4.5202
H -3.3720 -3.2890 -4.2384
C 2.0682 2.7048 5.0251
N 0.6523 2.3910 5.0178
C -0.0987 2.9618 6.1404
C 0.0868 1.8230 3.9294
N 0.6431 1.8738 2.7189
N -1.1214 1.1970 3.9997
C -1.7716 0.7524 5.2387
C -1.4543 0.4960 2.7478
H 2.3172 3.0727 6.0225
H 2.3248 3.4814 4.2955
H 2.6639 1.8173 4.8195
H -1.0887 3.3238 5.8367
H -0.2312 2.2279 6.9528
H 0.4741 3.8117 6.5340
H 1.6041 2.1978 2.6966
H -2.3122 1.5506 5.7612
H -2.5077 -0.0322 5.0076
H -1.0608 0.3250 5.9626
H -1.5978 1.2980 1.9239
H -0.7021 -0.3065 2.5228
H -2.4167 -0.0342 2.8256
*
```

Results
HOMO-LUMO gap (alpha / beta)   5.423 / 5.425 eV
Relative energy (zero: lowest compared OMol25 entry of this formula, charge and spin)   1.270 eV
HOMO level (alpha / beta)   -19.058 / -19.058 eV

(2)
Formula: C30H51F3N3O5
Source: the OMol25 dataset
Level of theory: ωB97M-V/def2-TZVPD

Geometry as ORCA input:
```
! wB97M-V def2-TZVPD RIJCOSX def2/J DEFGRID3
* xyz 1 1
F 0.2738 5.1932 4.7874
C 1.1335 6.2522 4.6069
F 1.9629 6.2624 5.7244
F 0.3962 7.3969 4.6467
C 2.0735 6.1316 3.3660
O 1.4195 6.3377 2.1141
C 0.6128 5.2030 1.7716
C 0.8518 4.6598 0.3151
C 0.1219 3.2665 0.2483
C -1.3399 3.3020 0.1031
C -2.0327 2.0172 0.0865
N -1.3269 0.8592 0.2118
C 0.0484 0.7758 0.3300
C 0.8553 1.9718 0.3638
C 2.4003 2.0159 0.5169
C 3.0905 0.5912 0.5689
C 4.4205 0.7499 1.4454
C 4.2554 0.0664 2.8580
C 3.1462 0.5441 3.6914
C 2.9819 -0.0787 5.0095
C 3.9043 -1.1479 5.4103
C 5.0063 -1.6144 4.5810
C 5.1776 -0.9774 3.2655
H 2.6841 5.1875 3.4002
H 2.8189 6.9727 3.4581
H -0.4878 5.3876 1.9329
H 0.8925 4.3741 2.4894
H 0.4238 5.3323 -0.4764
H 1.9303 4.5144 0.0500
H -1.8608 4.2834 0.0262
H -3.1504 2.0463 0.0075
H -1.8420 -0.0242 0.2164
H 0.5245 -0.2289 0.3935
H 2.6410 2.5647 1.4751
H 2.8548 2.6217 -0.3075
H 2.4329 -0.1426 1.0964
H 3.3124 0.3029 -0.4916
H 5.2812 0.3276 0.8713
H 4.6355 1.8340 1.6688
H 2.5023 1.3723 3.3153
H 2.1708 0.2532 5.6952
H 3.7738 -1.6335 6.4045
H 5.7037 -2.4112 4.9292
H 6.0076 -1.2546 2.5691
C 4.5402 -4.1892 -4.5525
O 3.6677 -5.1003 -3.9038
C 4.3386 -5.9569 -2.9807
C 3.8898 -5.6520 -1.5573
N 4.3997 -4.3561 -1.1143
C 3.8253 -3.9031 0.1515
C 2.3285 -3.5778 0.1651
O 1.9789 -2.4451 -0.6254
C 1.7117 -2.7355 -1.9912
H 3.9647 -3.6534 -5.3083
H 4.9405 -3.4577 -3.8432
H 5.3593 -4.7164 -5.0482
H 5.4266 -5.8959 -3.0771
H 4.0418 -6.9808 -3.2264
H 4.2604 -6.4340 -0.8883
H 2.7939 -5.6737 -1.5434
H 4.1978 -3.6619 -1.8239
H 4.3668 -2.9940 0.4323
H 4.0382 -4.6463 0.9261
H 2.0678 -3.3113 1.1949
H 1.7053 -4.4419 -0.0876
H 1.2831 -3.7306 -2.1297
H 2.6196 -2.6293 -2.5884
H 0.9942 -1.9974 -2.3566
C -6.9810 -0.1916 -4.8921
O -7.8678 0.3943 -3.9525
C -8.6396 -0.5682 -3.2357
C -8.2482 -0.5661 -1.7636
N -6.9108 -1.1260 -1.5773
C -6.3862 -0.9488 -0.2249
C -6.1016 0.4847 0.2342
O -5.0359 1.1157 -0.4740
C -5.4312 1.7770 -1.6722
H -6.5150 0.6136 -5.4613
H -6.1913 -0.7564 -4.3863
H -7.5193 -0.8416 -5.5864
H -8.5563 -1.5693 -3.6688
H -9.6857 -0.2588 -3.3169
H -8.9711 -1.1612 -1.1985
H -8.2983 0.4699 -1.4088
H -6.2738 -0.6827 -2.2284
H -5.4455 -1.5073 -0.1800
H -7.0672 -1.4249 0.4870
H -5.7709 0.4286 1.2763
H -6.9973 1.1131 0.2381
H -6.4450 2.1768 -1.6117
H -5.3412 1.1035 -2.5263
H -4.7425 2.6084 -1.8398
*
```

Results
HOMO-LUMO gap   6.747 eV
HOMO level   -10.636 eV